No. 1
4 unconnected molecules or ions with the total composition C25H47BBr2ClF9NO9S at a distorted geometry, computed with wB97M-V/def2-TZVPD.

Geometry (Å):
C -2.900 2.292 0.765
C -3.670 1.427 -0.313
O -4.703 0.814 0.084
N -3.312 1.306 -1.724
C -2.508 0.052 -1.981
C -1.061 0.277 -1.277
C 0.162 0.021 -2.306
C 1.385 1.029 -2.092
B 2.360 0.671 -0.817
Cl 1.824 -0.900 0.092
C 3.887 0.381 -1.337
Br 4.699 1.833 -2.424
C 3.877 -0.997 -2.216
C 4.690 -0.905 -3.584
Br 4.788 -2.446 -1.146
S 2.177 2.087 0.421
O 2.623 3.371 -0.271
O 0.697 2.305 0.726
C 3.233 1.956 1.955
F 4.573 1.831 1.523
F 3.164 3.233 2.593
C 2.797 0.865 3.032
F 3.479 -0.365 2.816
F 1.424 0.521 2.964
C 3.061 1.261 4.557
F 2.793 0.087 5.315
F 2.121 2.210 5.029
C 4.556 1.687 4.916
F 4.800 1.216 6.233
F 4.688 3.088 5.020
F 5.538 1.114 4.125
H -2.365 1.671 1.556
H -2.146 3.026 0.340
H -3.675 2.915 1.337
H -4.124 1.361 -2.349
H -3.073 -0.791 -1.466
H -2.426 -0.162 -3.094
H -1.017 1.380 -1.022
H -1.034 -0.419 -0.382
H -0.278 0.267 -3.344
H 0.460 -1.081 -2.366
H 1.928 1.120 -3.086
H 0.916 2.061 -1.896
H 4.622 0.170 -0.482
H 2.811 -1.309 -2.502
H 5.796 -0.653 -3.457
H 4.182 -0.251 -4.378
H 4.677 -1.966 -4.034
C 3.568 -8.764 -0.206
O 4.735 -8.663 0.598
C 5.868 -8.215 -0.142
C 6.116 -6.723 0.062
O 5.052 -5.940 -0.468
C 4.135 -5.515 0.533
H 2.702 -8.819 0.457
H 3.445 -7.904 -0.867
H 3.611 -9.683 -0.803
H 5.754 -8.451 -1.206
H 6.734 -8.769 0.234
H 7.023 -6.442 -0.482
H 6.275 -6.494 1.121
H 4.556 -4.667 1.080
H 3.890 -6.317 1.235
H 3.217 -5.195 0.039
C -2.826 0.791 4.605
O -3.958 1.403 4.001
C -5.025 0.483 3.787
C -6.085 0.594 4.879
O -5.570 0.204 6.151
C -5.202 1.317 6.953
H -2.184 1.579 5.001
H -3.105 0.124 5.424
H -2.266 0.228 3.849
H -4.645 -0.541 3.711
H -5.483 0.743 2.827
H -6.904 -0.092 4.642
H -6.497 1.607 4.923
H -6.097 1.765 7.395
H -4.658 2.074 6.382
H -4.554 0.958 7.755
C -3.771 4.044 -3.340
O -4.467 3.081 -4.124
C -5.578 3.640 -4.817
C -5.234 3.943 -6.272
O -4.241 4.961 -6.373
C -2.940 4.432 -6.593
H -2.794 3.633 -3.085
H -3.624 4.985 -3.875
H -4.326 4.232 -2.414
H -5.943 4.537 -4.305
H -6.378 2.893 -4.795
H -6.131 4.320 -6.773
H -4.913 3.036 -6.795
H -2.831 4.148 -7.645
H -2.733 3.567 -5.958
H -2.213 5.212 -6.361

Summary:
Total charge ... -1

Per-atom Löwdin charges, elementary charge units: atom 1 (C): -0.015, atom 2 (C): -0.403, atom 3 (O): 0.001, atom 4 (N): -0.022, atom 5 (C): -0.177, atom 6 (C): -0.168, atom 7 (C): -0.237, atom 8 (C): -0.199, atom 9 (B): -1.153, atom 10 (Cl): 0.623, atom 11 (C): -0.671, atom 12 (Br): 0.708, atom 13 (C): -0.714, atom 14 (C): -0.268, atom 15 (Br): 0.663, atom 16 (S): 0.811, atom 17 (O): -0.375, atom 18 (O): -0.370, atom 19 (C): -0.346, atom 20 (F): 0.059, atom 21 (F): 0.046, atom 22 (C): -0.248, atom 23 (F): 0.065, atom 24 (F): 0.069, atom 25 (C): -0.210, atom 26 (F): 0.080, atom 27 (F): 0.099, atom 28 (C): -0.340, atom 29 (F): 0.081, atom 30 (F): 0.104, atom 31 (F): 0.140, atom 32 (H): 0.089, atom 33 (H): 0.078, atom 34 (H): 0.092, atom 35 (H): 0.098, atom 36 (H): 0.108, atom 37 (H): 0.113, atom 38 (H): 0.090, atom 39 (H): 0.100, atom 40 (H): 0.101, atom 41 (H): 0.093, atom 42 (H): 0.090, atom 43 (H): 0.108, atom 44 (H): 0.055, atom 45 (H): 0.085, atom 46 (H): 0.062, atom 47 (H): 0.069, atom 48 (H): 0.067, atom 49 (C): -0.114, atom 50 (O): -0.197, atom 51 (C): -0.202, atom 52 (C): -0.201, atom 53 (O): -0.221, atom 54 (C): -0.143, atom 55 (H): 0.089, atom 56 (H): 0.084, atom 57 (H): 0.085, atom 58 (H): 0.123, atom 59 (H): 0.120, atom 60 (H): 0.123, atom 61 (H): 0.126, atom 62 (H): 0.072, atom 63 (H): 0.083, atom 64 (H): 0.085, atom 65 (C): -0.108, atom 66 (O): -0.206, atom 67 (C): -0.195, atom 68 (C): -0.198, atom 69 (O): -0.198, atom 70 (C): -0.118, atom 71 (H): 0.091, atom 72 (H): 0.081, atom 73 (H): 0.088, atom 74 (H): 0.129, atom 75 (H): 0.117, atom 76 (H): 0.121, atom 77 (H): 0.123, atom 78 (H): 0.084, atom 79 (H): 0.084, atom 80 (H): 0.088, atom 81 (C): -0.115, atom 82 (O): -0.210, atom 83 (C): -0.199, atom 84 (C): -0.202, atom 85 (O): -0.197, atom 86 (C): -0.110, atom 87 (H): 0.084, atom 88 (H): 0.083, atom 89 (H): 0.089, atom 90 (H): 0.125, atom 91 (H): 0.123, atom 92 (H): 0.120, atom 93 (H): 0.124, atom 94 (H): 0.085, atom 95 (H): 0.085, atom 96 (H): 0.090



No. 2
A molecular structure, C15H15IOPdS at a distorted geometry, computed with wB97M-V/def2-TZVPD.

Geometry (Å):
Pd -2.271 -0.915 1.593
I -2.852 -2.043 -0.619
C -0.605 -1.209 -1.464
C -0.653 -1.932 -2.621
C -0.425 -1.242 -3.819
C -0.168 0.114 -3.804
C -0.126 0.850 -2.599
C 0.116 2.234 -2.560
C 0.125 2.920 -1.361
C -0.065 2.246 -0.158
C -0.235 0.874 -0.157
C -0.327 0.153 -1.365
H -0.869 -2.992 -2.617
H -0.463 -1.773 -4.759
H 0.014 0.632 -4.737
H 0.273 2.765 -3.489
H 0.278 3.990 -1.364
H -0.064 2.769 0.789
C 1.793 -1.014 0.788
C 0.851 -0.299 1.744
C 1.532 0.894 2.400
C 0.326 -1.262 2.797
O -0.369 0.190 1.029
H 2.584 -1.503 1.355
H 2.255 -0.313 0.094
H 1.258 -1.769 0.213
H 2.410 0.553 2.946
H 0.858 1.391 3.099
H 1.859 1.614 1.651
H 1.151 -1.628 3.405
H -0.147 -2.134 2.329
H -0.369 -0.749 3.472
S -4.248 -0.641 4.533
C -3.428 -0.771 3.257

Summary:
2S+1 ... 2
Total charge ... +1

Per-atom Löwdin charges, elementary charge units: atom 1 (Pd): 0.335, atom 2 (I): 0.822, atom 3 (C): -0.233, atom 4 (C): -0.201, atom 5 (C): -0.044, atom 6 (C): 0.012, atom 7 (C): -0.142, atom 8 (C): -0.003, atom 9 (C): -0.035, atom 10 (C): 0.018, atom 11 (C): -0.245, atom 12 (C): -0.152, atom 13 (H): 0.091, atom 14 (H): 0.119, atom 15 (H): 0.126, atom 16 (H): 0.124, atom 17 (H): 0.118, atom 18 (H): 0.128, atom 19 (C): -0.009, atom 20 (C): -0.553, atom 21 (C): -0.014, atom 22 (C): -0.049, atom 23 (O): -0.189, atom 24 (H): 0.104, atom 25 (H): 0.101, atom 26 (H): 0.080, atom 27 (H): 0.102, atom 28 (H): 0.098, atom 29 (H): 0.085, atom 30 (H): 0.106, atom 31 (H): 0.082, atom 32 (H): 0.076, atom 33 (S): 0.841, atom 34 (C): -0.700



No. 3
A molecular structure, C27H20CsF6NO4P2S4 at a distorted geometry, computed with wB97M-V/def2-TZVPD.

Geometry (Å):
Cs 1.695 -0.299 -2.482
S 0.025 -2.999 -0.570
P -0.633 -1.349 0.274
C 0.281 -0.001 -0.182
P -0.092 1.520 0.475
S 0.678 3.012 -0.544
C -1.870 1.836 0.757
C -2.546 1.424 1.902
C -3.924 1.476 1.953
C -4.649 1.931 0.863
C -3.982 2.352 -0.277
C -2.604 2.303 -0.329
C 0.590 1.783 2.167
C 0.083 2.670 3.110
C 0.719 2.824 4.329
C 1.882 2.124 4.610
C 2.420 1.280 3.652
C 1.775 1.113 2.443
C -0.682 -1.654 2.088
C 0.584 -1.964 2.584
C 0.827 -2.033 3.937
C -0.202 -1.777 4.833
C -1.470 -1.493 4.357
C -1.717 -1.433 2.996
C -2.413 -1.421 -0.203
C -3.310 -2.364 0.293
C -4.559 -2.501 -0.282
C -4.928 -1.717 -1.365
C -4.030 -0.798 -1.881
C -2.780 -0.664 -1.308
H -1.986 1.047 2.748
H -4.444 1.135 2.842
H -5.731 1.937 0.895
H -4.544 2.703 -1.134
H -2.058 2.623 -1.208
H -0.810 3.236 2.883
H 0.311 3.507 5.065
H 2.370 2.248 5.570
H 3.345 0.754 3.857
H 2.165 0.441 1.686
H 1.370 -2.145 1.856
H 1.819 -2.270 4.301
H -0.010 -1.782 5.898
H -2.276 -1.296 5.057
H -2.715 -1.201 2.645
H -3.014 -3.003 1.115
H -5.248 -3.245 0.102
H -5.907 -1.837 -1.812
H -4.307 -0.192 -2.736
H -2.059 0.046 -1.702
F 2.694 0.906 -7.876
C 3.633 1.155 -6.948
F 4.815 1.023 -7.560
F 3.507 2.439 -6.608
S 3.488 -0.044 -5.493
O 2.259 0.304 -4.854
O 3.580 -1.330 -6.105
N 4.802 0.392 -4.730
S 5.053 -0.510 -3.468
O 5.948 0.086 -2.534
O 3.853 -1.125 -2.989
C 6.030 -2.001 -4.124
F 6.717 -1.726 -5.240
F 6.929 -2.406 -3.212
F 5.254 -3.049 -4.386

Summary:
Total charge ... -2

Per-atom Löwdin charges, elementary charge units: atom 1 (Cs): 1.388, atom 2 (S): 0.139, atom 3 (P): 0.227, atom 4 (C): -0.844, atom 5 (P): 0.229, atom 6 (S): 0.134, atom 7 (C): -0.331, atom 8 (C): -0.114, atom 9 (C): -0.099, atom 10 (C): -0.110, atom 11 (C): -0.109, atom 12 (C): -0.132, atom 13 (C): -0.336, atom 14 (C): -0.102, atom 15 (C): -0.111, atom 16 (C): -0.123, atom 17 (C): -0.102, atom 18 (C): -0.105, atom 19 (C): -0.312, atom 20 (C): -0.133, atom 21 (C): -0.103, atom 22 (C): -0.116, atom 23 (C): -0.110, atom 24 (C): -0.117, atom 25 (C): -0.340, atom 26 (C): -0.111, atom 27 (C): -0.110, atom 28 (C): -0.121, atom 29 (C): -0.100, atom 30 (C): -0.106, atom 31 (H): 0.087, atom 32 (H): 0.095, atom 33 (H): 0.088, atom 34 (H): 0.095, atom 35 (H): 0.075, atom 36 (H): 0.101, atom 37 (H): 0.087, atom 38 (H): 0.084, atom 39 (H): 0.094, atom 40 (H): 0.096, atom 41 (H): 0.084, atom 42 (H): 0.095, atom 43 (H): 0.085, atom 44 (H): 0.091, atom 45 (H): 0.085, atom 46 (H): 0.099, atom 47 (H): 0.088, atom 48 (H): 0.084, atom 49 (H): 0.097, atom 50 (H): 0.094, atom 51 (F): 0.117, atom 52 (C): -0.649, atom 53 (F): 0.117, atom 54 (F): 0.130, atom 55 (S): 0.556, atom 56 (O): -0.570, atom 57 (O): -0.265, atom 58 (N): -0.282, atom 59 (S): 0.554, atom 60 (O): -0.260, atom 61 (O): -0.688, atom 62 (C): -0.642, atom 63 (F): 0.116, atom 64 (F): 0.111, atom 65 (F): 0.132



No. 4
A gas-phase ion, C3H6NO2 (charge +1) at a distorted geometry, computed with wB97M-V/def2-TZVPD.

Geometry (Å):
N 0.500 -0.577 -1.345
C 0.182 0.100 -0.116
C -1.168 0.513 0.440
C -0.061 -0.098 1.280
O 0.879 0.831 1.710
O 1.379 1.139 0.418
H 1.604 -0.447 -1.254
H 0.076 -0.132 -2.226
H 0.304 -1.605 -1.448
H -1.903 -0.314 0.095
H -1.579 1.440 0.518
H -0.213 -0.850 1.929

Summary:
Total charge ... +1

Per-atom Löwdin charges, elementary charge units: atom 1 (N): 0.259, atom 2 (C): -0.270, atom 3 (C): 0.085, atom 4 (C): -0.192, atom 5 (O): 0.009, atom 6 (O): 0.025, atom 7 (H): 0.249, atom 8 (H): 0.223, atom 9 (H): 0.208, atom 10 (H): 0.172, atom 11 (H): 0.096, atom 12 (H): 0.135



E values, unit eV, following the record order: -235177.893 -40252.073 -116776.262 -8779.372.